{"formula": "CH4N2O2S", "method": "ωB97M-V/def2-TZVPD", "e_above_lowest_kcal_mol": 163.2, "homo_ev": -10.1, "smiles": "C[S@@H](#N)ON=O", "gap_ev": 10.4, "multiplicity": 1, "symbols": ["C", "S", "N", "O", "N", "O", "H", "H", "H", "H"], "coordinates": [[0.7874, 0.1702, 1.1947], [0.6378, -0.2224, -0.5583], [1.0640, -1.3797, -1.2245], [-1.0501, 0.4338, -0.6785], [-1.8935, -0.5387, -1.1126], [-3.0608, -0.3014, -1.1301], [0.0041, 0.7548, 1.6708], [0.7713, -0.8054, 1.6521], [1.5284, 0.9333, 1.1513], [1.2114, 0.9555, -0.9649]], "atomic_forces_ev_per_a": [[-1.618, -0.142, -0.407], [-1.101, 3.417, 0.883], [0.621, -2.618, -0.739], [-0.337, 0.912, 0.246], [-1.059, -1.955, -0.791], [1.955, 1.000, 0.474], [-0.883, -0.256, -0.639], [1.208, -0.073, 0.681], [1.817, -0.426, 0.612], [-0.604, 0.142, -0.321]]}


{"formula": "C44H40ClN3O4P2Tl", "method": "ωB97M-V/def2-TZVPD", "homo_ev": -10.7, "total_charge": 1, "gap_ev": 7.7, "multiplicity": 1, "symbols": ["Tl", "O", "Cl", "O", "O", "O", "C", "C", "N", "C", "C", "C", "C", "C", "C", "C", "C", "C", "N", "C", "H", "H", "H", "H", "H", "H", "H", "H", "N", "C", "C", "C", "C", "C", "C", "P", "C", "C", "C", "C", "C", "C", "C", "C", "C", "C", "C", "C", "H", "H", "H", "H", "H", "H", "H", "H", "H", "H", "H", "H", "H", "H", "H", "H", "C", "C", "C", "C", "C", "C", "H", "H", "H", "H", "H", "C", "P", "C", "C", "C", "C", "C", "C", "C", "H", "H", "H", "H", "H", "H", "H", "H", "H", "H", "H"], "coordinates": [[-0.5098, 0.0404, 0.4234], [-2.5924, -3.5787, -1.2323], [-1.9974, -2.9318, -0.1078], [-2.0519, -3.7594, 1.0626], [-2.6421, -1.6496, 0.1729], [-0.5819, -2.5969, -0.4257], [3.5664, -1.7329, -1.1574], [2.2550, -1.4485, -0.7608], [1.9215, -0.3320, -0.1275], [2.9002, 0.5460, 0.2139], [4.2441, 0.3170, -0.1144], [4.5540, -0.8427, -0.8473], [5.2638, 1.2230, 0.3379], [4.9534, 2.2887, 1.0974], [3.5893, 2.5551, 1.4596], [3.2258, 3.6418, 2.2734], [1.9108, 3.8390, 2.5930], [0.9556, 2.9457, 2.0901], [1.2695, 1.9148, 1.3259], [2.5651, 1.7086, 1.0136], [3.7705, -2.6443, -1.7057], [1.4565, -2.1524, -0.9432], [5.5824, -1.0263, -1.1433], [6.2960, 1.0099, 0.0760], [5.7268, 2.9587, 1.4593], [3.9950, 4.3108, 2.6411], [1.5966, 4.6640, 3.2182], [-0.0987, 3.0787, 2.3135], [-0.3872, 2.6611, -1.0151], [-0.7593, 2.7288, -2.4003], [-0.9676, 3.9623, -3.0154], [-1.2675, 4.0345, -4.3634], [-1.3604, 2.8690, -5.1168], [-1.1831, 1.6437, -4.5039], [-0.8917, 1.5522, -3.1379], [-0.8147, -0.1114, -2.3625], [-2.3571, -0.8215, -3.0221], [-3.5350, -0.5310, -2.3363], [-4.7551, -0.9794, -2.8136], [-4.8098, -1.7306, -3.9789], [-3.6430, -2.0108, -4.6773], [-2.4188, -1.5557, -4.2060], [0.5577, -0.9318, -3.2430], [0.6143, -2.3284, -3.2987], [1.6724, -2.9586, -3.9380], [2.6926, -2.2072, -4.5112], [2.6588, -0.8216, -4.4321], [1.5954, -0.1851, -3.8006], [0.6067, 2.8198, -0.9147], [-0.8497, 3.3824, -0.4735], [-0.8808, 4.8715, -2.4283], [-1.4194, 5.0003, -4.8310], [-1.5873, 2.9183, -6.1753], [-1.3018, 0.7364, -5.0846], [-3.4976, 0.0307, -1.4105], [-5.6623, -0.7566, -2.2648], [-5.7620, -2.0973, -4.3450], [-3.6803, -2.5906, -5.5919], [-1.5248, -1.7719, -4.7734], [-0.1671, -2.9183, -2.8312], [1.6977, -4.0414, -3.9928], [3.5093, -2.7022, -5.0244], [3.4560, -0.2319, -4.8696], [1.5733, 0.8982, -3.7559], [-3.6036, 2.5896, 3.3075], [-3.7976, 2.5802, 1.9315], [-2.9583, 1.8302, 1.1109], [-1.9313, 1.0994, 1.6896], [-1.7281, 1.0933, 3.0605], [-2.5775, 1.8425, 3.8735], [-4.2578, 3.1774, 3.9418], [-4.6094, 3.1501, 1.4927], [-3.1246, 1.8135, 0.0363], [-0.9336, 0.5090, 3.5093], [-2.4358, 1.8312, 4.9482], [0.9667, -3.3982, 2.2080], [0.7179, -1.6232, 2.5644], [2.4465, -1.1688, 2.9709], [-0.0973, -1.6748, 4.1887], [0.4137, -1.0279, 5.3114], [-0.2710, -1.0817, 6.5201], [-1.4696, -1.7770, 6.6123], [-1.9929, -2.4070, 5.4895], [-1.3161, -2.3514, 4.2806], [1.5715, -3.8367, 3.0031], [1.4751, -3.5062, 1.2480], [0.0141, -3.9083, 2.1358], [2.7655, -1.7227, 3.8556], [2.5620, -0.0968, 3.1522], [3.0850, -1.4531, 2.1312], [1.3459, -0.4754, 5.2564], [0.1374, -0.5828, 7.3916], [-1.9951, -1.8274, 7.5578], [-2.9345, -2.9413, 5.5531], [-1.7421, -2.8284, 3.4014]], "atomic_forces_ev_per_a": [[0.040, -0.008, -0.146], [0.188, 0.212, 0.190], [-0.082, 0.127, 0.054], [0.177, 0.167, -0.247], [0.139, -0.385, 0.030], [-0.365, -0.112, 0.204], [-0.085, -0.160, -0.060], [-0.048, 0.218, 0.250], [0.103, 0.026, -0.134], [-0.112, -0.112, -0.030], [-0.011, -0.005, 0.005], [0.199, 0.061, 0.004], [0.096, -0.100, -0.087], [0.005, 0.131, 0.098], [0.090, 0.014, -0.029], [0.128, 0.030, 0.002], [-0.128, 0.052, 0.020], [0.028, -0.131, -0.157], [0.050, -0.002, 0.244], [-0.166, -0.030, -0.074], [-0.024, 0.067, 0.078], [0.006, 0.024, -0.006], [-0.074, 0.009, 0.057], [-0.123, 0.027, 0.000], [-0.078, -0.052, -0.041], [-0.013, -0.013, -0.011], [0.019, -0.024, -0.016], [0.033, -0.046, 0.011], [-0.084, -0.163, -0.079], [0.066, 0.036, 0.057], [-0.042, 0.028, -0.072], [-0.004, 0.034, 0.006], [-0.002, -0.003, -0.035], [-0.057, -0.058, 0.021], [0.102, 0.049, 0.122], [-0.041, 0.274, -0.154], [0.020, -0.129, 0.129], [0.037, 0.070, 0.004], [-0.027, 0.017, 0.023], [0.019, -0.009, -0.044], [0.037, 0.008, 0.025], [-0.076, 0.003, 0.056], [-0.009, -0.015, 0.012], [-0.105, 0.001, -0.055], [-0.037, -0.005, -0.002], [-0.010, 0.036, -0.013], [-0.036, -0.004, 0.042], [-0.005, -0.004, -0.022], [0.126, -0.050, 0.038], [-0.053, 0.005, 0.006], [0.017, -0.081, -0.023], [-0.004, -0.058, 0.026], [0.013, -0.011, 0.079], [0.031, 0.039, 0.007], [-0.031, -0.043, -0.046], [0.059, -0.014, -0.026], [0.070, 0.026, 0.029], [-0.003, 0.036, 0.046], [0.084, -0.047, 0.026], [0.025, 0.019, -0.073], [-0.019, 0.073, 0.006], [-0.038, 0.028, 0.043], [-0.055, -0.019, 0.012], [-0.019, -0.035, -0.024], [0.030, -0.006, 0.038], [-0.011, -0.034, -0.080], [-0.076, 0.021, 0.101], [0.319, -0.122, -0.248], [-0.197, 0.109, 0.010], [0.021, -0.044, -0.066], [0.035, -0.061, -0.052], [0.055, -0.030, 0.033], [0.043, 0.055, 0.108], [-0.083, 0.125, -0.043], [-0.006, 0.016, -0.044], [0.098, 0.123, -0.085], [0.076, -0.165, -0.051], [-0.042, 0.169, 0.017], [-0.069, -0.069, -0.004], [0.002, 0.007, 0.045], [-0.022, 0.013, -0.011], [0.049, 0.027, -0.015], [-0.032, -0.002, -0.012], [-0.024, 0.008, -0.039], [-0.011, -0.017, -0.012], [-0.009, 0.002, 0.057], [-0.125, -0.049, -0.021], [0.029, 0.021, -0.037], [-0.005, -0.110, 0.003], [-0.038, 0.030, 0.055], [-0.047, -0.062, 0.012], [-0.023, -0.035, -0.047], [0.009, 0.011, -0.036], [0.082, 0.041, -0.004], [0.029, 0.014, 0.071]]}


Number 1: LUMO energy 0.0129 Ha, energy -698.4153 Ha, M 108.1 g/mol. Number 2: LUMO energy -0.1124 Ha, energy -3480.8899 Ha, M 976.6 g/mol.